The following is a DFT calculation (ωB97M-V with the def2-TZVPD basis set) of 3 unconnected molecules or ions with the total composition C19H20BF3O5.

Orbital gap, eV: 9.22
SMILES: CCB(O)[C@@H]1OC(=O)O[C@@H]1CC(=O)F.Fc1ccccc1.Fc1ccccc1
Total energy, eV: -39088.496

Geometry (Å):
C1 -1.0003 -1.6581 -0.8517
C2 -0.2258 -2.7854 -1.7560
B1 1.1940 -3.3264 -1.1139
O1 2.4577 -2.7523 -1.6926
C3 1.3619 -4.4621 0.0636
O2 0.5033 -5.6656 0.0349
C4 1.0242 -6.4207 1.2218
O3 1.3692 -7.7089 1.2987
O4 1.0916 -5.3377 2.2385
C5 1.4506 -4.0180 1.6391
C6 0.4003 -2.9193 2.2533
C7 1.0568 -2.4282 3.7111
O5 0.9959 -3.1583 4.8370
F1 1.7289 -1.1084 3.8012
H1 -1.8509 -1.0873 -1.4602
H2 -1.5271 -2.1507 0.0996
H3 -0.1995 -0.9065 -0.3933
H4 0.0335 -2.3296 -2.8264
H5 -0.9445 -3.7088 -1.9915
H6 2.7032 -3.4251 -2.4215
H7 2.4619 -4.8644 -0.1334
H8 2.4862 -3.7930 2.1368
H9 0.2795 -1.9400 1.6244
H10 -0.6337 -3.4265 2.5510
F2 -2.2909 0.4561 -2.2268
C8 -1.4146 1.3304 -2.7388
C9 -1.1971 2.5409 -2.0899
C10 -0.2810 3.4493 -2.6199
C11 0.4002 3.1414 -3.8002
C12 0.1713 1.9259 -4.4469
C13 -0.7366 1.0131 -3.9106
H11 -1.7416 2.7663 -1.1787
H12 -0.0981 4.3951 -2.1160
H13 1.1113 3.8521 -4.2156
H14 0.6995 1.6902 -5.3676
H15 -0.9200 0.0599 -4.3954
F3 -2.9292 3.8550 0.6476
C14 -1.8860 4.2066 1.4111
C15 -0.7269 4.6831 0.8086
C16 0.3576 5.0540 1.6034
C17 0.2746 4.9339 2.9928
C18 -0.8913 4.4498 3.5878
C19 -1.9795 4.0895 2.7934
H16 -0.6778 4.7616 -0.2726
H17 1.2655 5.4351 1.1425
H18 1.1224 5.2192 3.6121
H19 -0.9521 4.3533 4.6692
H20 -2.8966 3.7197 3.2398

How positive or negative is each atom? The Löwdin charges in e answer that: -0.13 -0.16 -0.26 0.00 -0.13 -0.02 -0.21 0.06 -0.04 -0.16 0.00 -0.18 0.01 -0.03 0.08 0.09 0.09 0.11 0.12 0.13 0.17 0.18 0.11 0.16 0.03 -0.28 0.00 -0.08 -0.09 -0.08 -0.02 0.10 0.09 0.10 0.11 0.12 0.06 -0.29 -0.02 -0.07 -0.09 -0.08 -0.02 0.08 0.11 0.10 0.11 0.12

The following is a DFT calculation (ωB97M-V with the def2-TZVPD basis set) of a single C2H6NP molecule.

Orbital gap, eV: 8.12
Total energy, eV: -12947.054
ΔE to the lowest compared entry with this formula, charge and spin, kJ/mol: 161.84

Geometry (Å):
C1 -0.8930 0.6969 -0.5389
C2 0.0838 -1.6527 0.5122
N1 1.8131 0.8292 0.1399
P1 0.5612 0.0234 0.5452
H1 -0.3487 0.6415 -1.5425
H2 -1.7199 0.0255 -0.4751
H3 -1.2302 1.7382 -0.1356
H4 -0.8782 -1.7506 0.0398
H5 0.7219 -2.3873 0.8933
H6 1.8899 1.8360 0.5618

How positive or negative is each atom? The Löwdin charges in e answer that: -0.25 -0.21 -0.30 0.69 0.05 -0.01 0.06 -0.02 -0.04 0.03

The following is a DFT calculation (ωB97M-V with the def2-TZVPD basis set) of 2 unconnected molecules or ions with the total composition CH4NS.

Charge: -1
Orbital gap, eV: 7.04
Total energy, eV: -13427.338
ΔE to the lowest compared entry with this formula, charge and spin, kJ/mol: 20.01

Geometry (Å):
S1 0.3578 -2.3858 0.2109
H1 -0.5050 -2.4342 1.2372
C1 -0.0127 1.3006 -0.0729
N1 -0.1879 0.6061 -1.1100
H2 -0.2524 2.3575 -0.1458
H3 0.3056 0.8604 0.8779
H4 0.2946 -0.3046 -0.9975

How positive or negative is each atom? The Löwdin charges in e answer that: -0.25 -0.47 -0.21 -0.02 0.03 0.04 -0.11

The following is a DFT calculation (ωB97M-V with the def2-TZVPD basis set) of a molecular structure, C24H23ClOPTb.

Spin multiplicity: 7
<S²>: 12.742
Orbital gap (spin up / spin down), eV: 5.50 / 5.59
Total energy, eV: -71544.998

Geometry (Å):
C1 -0.1434 3.6698 -1.0358
C2 -0.9362 2.5693 -1.3406
C3 -1.8112 2.2541 -0.2129
H1 -0.9018 2.0814 -2.2753
C4 -1.5563 3.1231 0.8718
C5 -0.5387 4.0625 0.3409
H2 -0.1075 4.9538 1.0576
H3 0.7472 4.0748 -1.5067
H4 -2.5522 1.5020 -0.1743
H5 -1.8904 3.1468 1.8584
Tb1 0.3856 1.8223 0.3771
Cl1 0.6468 1.4817 2.7369
P1 0.1679 -0.5497 0.0628
C6 -1.4441 -1.1290 0.5559
C7 -2.1195 -2.0548 -0.2343
H6 -1.7115 -2.3574 -1.1890
C8 -3.3257 -2.5958 0.1999
H7 -3.8456 -3.3140 -0.4264
C9 -3.8606 -2.2250 1.4291
H8 -4.8008 -2.6501 1.7655
C10 -3.1791 -1.3091 2.2278
H9 -3.5844 -1.0230 3.1927
C11 -1.9813 -0.7602 1.7972
H10 -1.4470 -0.0541 2.4260
C12 0.3776 -0.8659 -1.6832
C13 -0.5516 -0.4189 -2.6319
H11 -1.4440 0.1114 -2.3158
C14 -0.3472 -0.6707 -3.9798
H12 -1.0787 -0.3336 -4.7072
C15 0.7909 -1.3560 -4.3995
H13 0.9525 -1.5500 -5.4542
C16 1.7209 -1.7875 -3.4579
H14 2.6118 -2.3166 -3.7775
C17 1.5189 -1.5448 -2.1084
H15 2.2467 -1.8776 -1.3788
C18 1.3614 -1.5208 0.9378
C19 1.0147 -2.8395 1.1898
H16 0.0327 -3.2052 0.9219
C20 1.9240 -3.6972 1.7971
H17 1.6402 -4.7268 1.9903
C21 3.1851 -3.2374 2.1615
H18 3.8927 -3.9073 2.6380
C22 3.5328 -1.9117 1.9144
H19 4.5126 -1.5442 2.2013
C23 2.6326 -1.0499 1.3076
H20 2.9080 -0.0171 1.1199
C24 1.0714 5.3143 1.0877
O1 0.8962 3.6960 0.8788
H21 1.2057 5.5046 2.1287
H22 1.0970 5.9539 0.1716
H23 2.0850 5.0791 0.9431

How positive or negative is each atom? The Löwdin charges in e answer that: -0.18 -0.30 -0.28 0.07 -0.17 -0.32 0.05 0.11 0.09 0.08 0.98 0.04 0.88 -0.37 -0.09 0.10 -0.07 0.11 -0.08 0.10 -0.07 0.11 -0.09 0.05 -0.35 -0.11 0.10 -0.07 0.11 -0.08 0.10 -0.07 0.11 -0.07 0.10 -0.39 -0.07 0.11 -0.07 0.11 -0.07 0.11 -0.07 0.11 -0.10 0.09 -0.08 -0.49 0.11 0.13 0.05

> What is the formula in the first record?

C19H20BF3O5

> Which of these has the lowest total energy?

C24H23ClOPTb

> Number 1 is which compound?

C19H20BF3O5